[1]
{"formula": "C44H56N2O3SSbSi3W", "method": "ωB97M-V/def2-TZVPD", "symbols": ["W", "O", "C", "C", "C", "C", "C", "C", "C", "N", "C", "C", "N", "C", "C", "C", "C", "C", "C", "C", "O", "H", "H", "H", "H", "H", "H", "H", "H", "H", "H", "H", "H", "H", "H", "C", "O", "Si", "C", "C", "C", "Si", "C", "C", "C", "Si", "C", "C", "C", "H", "H", "H", "H", "H", "H", "H", "H", "H", "H", "H", "H", "H", "H", "H", "H", "H", "H", "H", "H", "H", "H", "H", "H", "H", "H", "H", "S", "Sb", "C", "C", "C", "C", "C", "C", "C", "C", "C", "C", "C", "C", "C", "C", "C", "C", "C", "C", "H", "H", "H", "H", "H", "H", "H", "H", "H", "H", "H", "H", "H", "H", "H"], "coordinates": [[0.540, -1.351, 1.511], [1.919, -1.896, 2.719], [1.844, -2.997, 3.520], [2.917, -3.464, 4.259], [2.732, -4.616, 5.012], [1.508, -5.276, 5.021], [0.437, -4.778, 4.291], [0.606, -3.626, 3.539], [-0.411, -2.895, 2.760], [-0.746, -1.612, 3.099], [-0.381, -0.962, 4.361], [0.598, 0.188, 4.043], [0.383, 0.501, 2.620], [-0.641, 1.337, 2.476], [-1.523, 1.506, 1.429], [-2.810, 2.111, 1.724], [-4.053, 1.939, 1.259], [-4.333, -0.279, -0.281], [-3.222, -1.194, 0.073], [-1.915, -0.970, 0.121], [-0.971, -1.904, 0.345], [3.865, -2.943, 4.244], [3.556, -5.007, 5.593], [1.388, -6.177, 5.608], [-0.524, -5.278, 4.313], [-1.165, -3.459, 2.218], [0.064, -1.675, 5.057], [-1.292, -0.570, 4.817], [1.630, -0.104, 4.209], [0.391, 1.063, 4.660], [-0.896, 1.917, 3.365], [-2.738, 2.813, 2.552], [-4.797, 2.564, 1.745], [-4.674, -0.436, -1.303], [-3.514, -2.229, 0.236], [0.878, -4.494, 0.355], [1.346, -3.151, 0.489], [2.858, -2.515, -0.030], [3.188, -3.336, -1.673], [4.231, -3.118, 1.070], [2.269, -0.756, 0.139], [3.506, 0.517, 0.842], [5.004, 0.734, -0.274], [2.761, 2.235, 1.069], [4.267, 0.069, 2.506], [1.806, -0.212, -1.618], [1.380, 1.621, -1.738], [0.427, -1.311, -2.333], [3.190, -0.368, -2.901], [1.346, -5.134, 1.104], [1.112, -4.858, -0.645], [-0.201, -4.496, 0.486], [3.375, -4.398, -1.485], [4.093, -2.937, -2.131], [2.373, -3.259, -2.393], [4.093, -4.184, 1.278], [4.292, -2.594, 2.017], [5.187, -3.017, 0.549], [4.774, 1.248, -1.209], [5.488, -0.216, -0.518], [5.739, 1.343, 0.259], [2.959, 2.882, 0.215], [3.227, 2.701, 1.940], [1.687, 2.219, 1.246], [5.053, -0.681, 2.403], [3.560, -0.274, 3.258], [4.747, 0.975, 2.885], [0.822, 2.059, -0.913], [0.827, 1.810, -2.660], [2.312, 2.185, -1.828], [0.354, -2.260, -1.800], [0.651, -1.541, -3.376], [-0.577, -0.876, -2.323], [4.197, -0.294, -2.494], [3.071, 0.458, -3.610], [3.126, -1.292, -3.473], [-1.111, 0.636, -0.003], [-2.378, 1.851, -2.152], [-1.533, 1.709, -4.122], [-2.541, 2.201, -4.953], [-2.344, 2.306, -6.323], [-1.140, 1.897, -6.874], [-0.141, 1.391, -6.055], [-0.332, 1.298, -4.683], [-1.544, 3.755, -1.720], [-1.975, 4.417, -0.569], [-1.488, 5.682, -0.269], [-0.580, 6.294, -1.122], [-0.161, 5.645, -2.277], [-0.640, 4.381, -2.578], [-4.698, 1.105, 0.204], [-5.495, -0.160, 0.670], [-6.860, -0.356, 0.182], [-7.354, 0.385, -0.818], [-6.638, 1.556, -1.290], [-5.466, 1.936, -0.762], [-3.503, 2.515, -4.546], [-3.132, 2.697, -6.952], [-0.982, 1.969, -7.942], [0.799, 1.068, -6.484], [0.465, 0.908, -4.070], [-2.690, 3.952, 0.098], [-1.822, 6.189, 0.626], [-0.202, 7.281, -0.890], [0.541, 6.126, -2.945], [-0.305, 3.888, -3.482], [-5.271, -0.481, 1.680], [-7.468, -1.111, 0.664], [-8.351, 0.202, -1.194], [-7.138, 2.213, -1.991], [-5.088, 2.933, -0.964]], "lowdin_charge": [1.788, -0.283, -0.299, 0.006, -0.058, -0.068, -0.012, -0.184, -0.246, -0.117, -0.150, -0.183, -0.157, -0.205, -0.487, -0.134, -0.050, -0.225, -0.012, -0.592, -0.322, 0.121, 0.111, 0.108, 0.121, 0.118, 0.122, 0.119, 0.091, 0.119, 0.137, 0.120, 0.125, 0.147, 0.139, -0.062, -0.424, 0.367, -0.150, -0.128, -0.527, 0.423, -0.179, -0.172, -0.169, 0.397, -0.214, -0.174, -0.170, 0.102, 0.092, 0.087, 0.049, 0.044, 0.032, 0.054, -0.005, 0.053, 0.022, 0.036, 0.043, 0.027, 0.038, 0.001, 0.029, 0.003, 0.041, -0.012, -0.010, 0.047, 0.018, 0.043, 0.003, 0.014, 0.041, 0.024, 0.930, 1.645, -0.415, -0.176, -0.068, -0.066, -0.058, -0.125, -0.407, -0.132, -0.066, -0.062, -0.064, -0.122, -0.356, -0.131, -0.043, -0.081, -0.073, -0.112, 0.084, 0.112, 0.111, 0.112, 0.057, 0.069, 0.110, 0.111, 0.111, 0.094, 0.152, 0.112, 0.104, 0.107, 0.093], "spin_multiplicity": 1, "total_charge": 1, "relative_energy_kj_mol": 518.5}

---

[2]
{"formula": "C44H56N6O11S", "method": "ωB97M-V/def2-TZVPD", "symbols": ["C", "O", "C", "C", "C", "C", "C", "C", "C", "C", "C", "C", "C", "C", "C", "C", "N", "C", "S", "C", "O", "N", "C", "C", "C", "O", "H", "H", "H", "H", "H", "H", "H", "H", "H", "H", "H", "H", "H", "H", "H", "H", "H", "H", "H", "H", "H", "H", "H", "H", "H", "H", "H", "H", "H", "H", "H", "H", "H", "H", "H", "H", "O", "N", "O", "C", "C", "C", "C", "C", "C", "H", "H", "H", "H", "H", "O", "N", "O", "C", "C", "C", "C", "C", "C", "H", "H", "H", "H", "H", "O", "N", "O", "C", "C", "C", "C", "C", "C", "H", "H", "H", "H", "H", "O", "N", "O", "C", "C", "C", "C", "C", "C", "H", "H", "H", "H", "H"], "coordinates": [[-0.317, -3.943, 4.133], [0.416, -2.985, 4.866], [-0.125, -1.678, 4.889], [0.629, -0.703, 3.971], [1.229, 0.477, 4.735], [1.900, 1.576, 3.878], [2.414, 1.154, 2.496], [1.363, 1.147, 1.369], [1.515, 0.004, 0.343], [0.445, -1.098, 0.364], [-1.018, -0.612, 0.315], [-1.976, -1.349, 1.259], [-3.211, -0.541, 1.679], [-2.871, 0.513, 2.742], [-3.832, 1.685, 3.033], [-5.357, 1.437, 2.986], [-5.839, 0.081, 3.114], [-6.352, -0.590, 2.249], [-6.990, -1.459, 1.122], [-5.898, 2.228, 1.816], [-6.997, 2.121, 1.340], [-4.938, 3.168, 1.410], [-3.702, 3.027, 2.245], [-2.455, 3.302, 1.406], [-2.493, 2.670, 0.015], [-1.279, 2.862, -0.694], [-1.387, -3.714, 4.125], [-0.178, -4.916, 4.609], [0.042, -4.012, 3.098], [-1.185, -1.709, 4.611], [-0.071, -1.326, 5.925], [1.410, -1.270, 3.461], [-0.057, -0.320, 3.212], [0.429, 0.938, 5.325], [1.958, 0.085, 5.453], [2.762, 1.942, 4.445], [1.227, 2.434, 3.776], [3.200, 1.862, 2.217], [2.911, 0.180, 2.575], [0.358, 1.177, 1.797], [1.489, 2.093, 0.830], [1.592, 0.412, -0.670], [2.473, -0.479, 0.545], [0.612, -1.756, 1.222], [0.613, -1.713, -0.526], [-1.372, -0.801, -0.698], [-1.082, 0.464, 0.477], [-2.344, -2.237, 0.732], [-1.456, -1.721, 2.149], [-3.707, -0.100, 0.808], [-3.920, -1.251, 2.107], [-2.696, 0.000, 3.691], [-1.908, 0.961, 2.466], [-3.623, 1.949, 4.072], [-5.772, 1.973, 3.850], [-5.360, 4.076, 1.587], [-3.731, 3.824, 2.996], [-2.417, 4.384, 1.261], [-1.559, 2.973, 1.941], [-3.265, 3.149, -0.587], [-2.746, 1.607, 0.081], [-0.594, 2.314, -0.297], [-1.367, -0.616, -3.190], [-1.608, -1.800, -3.098], [-2.285, -2.297, -2.221], [-0.982, -2.707, -4.073], [-0.128, -2.171, -5.019], [0.517, -3.036, -5.888], [0.292, -4.403, -5.805], [-0.586, -4.917, -4.860], [-1.232, -4.064, -3.980], [0.043, -1.106, -5.057], [1.208, -2.641, -6.620], [0.816, -5.075, -6.470], [-0.749, -5.983, -4.797], [-1.904, -4.443, -3.225], [-2.326, 6.618, 0.919], [-2.800, 7.735, 0.920], [-2.265, 8.717, 1.384], [-4.137, 7.892, 0.318], [-4.770, 6.770, -0.189], [-6.035, 6.915, -0.736], [-6.638, 8.165, -0.771], [-5.979, 9.277, -0.263], [-4.715, 9.146, 0.289], [-4.284, 5.806, -0.160], [-6.546, 6.049, -1.134], [-7.627, 8.273, -1.197], [-6.451, 10.250, -0.294], [-4.189, 9.998, 0.692], [4.236, -2.103, 0.410], [4.959, -1.971, -0.553], [4.765, -2.475, -1.641], [6.157, -1.129, -0.389], [6.404, -0.561, 0.847], [7.535, 0.224, 1.000], [8.392, 0.429, -0.074], [8.119, -0.147, -1.308], [6.992, -0.935, -1.473], [5.725, -0.730, 1.670], [7.748, 0.675, 1.959], [9.275, 1.041, 0.051], [8.785, 0.017, -2.143], [6.764, -1.391, -2.424], [1.924, -7.070, -5.178], [2.955, -7.132, -5.815], [3.125, -7.822, -6.796], [4.073, -6.289, -5.354], [3.890, -5.507, -4.228], [4.942, -4.719, -3.790], [6.147, -4.725, -4.481], [6.305, -5.515, -5.613], [5.261, -6.308, -6.060], [2.945, -5.514, -3.706], [4.818, -4.104, -2.909], [6.969, -4.112, -4.135], [7.244, -5.515, -6.149], [5.365, -6.929, -6.937]], "lowdin_charge": [-0.110, -0.186, -0.221, -0.175, -0.193, -0.198, -0.208, -0.198, -0.182, -0.173, -0.187, -0.178, -0.194, -0.132, -0.175, -0.199, 0.106, -0.799, 0.760, -0.426, 0.104, 0.123, -0.244, -0.119, -0.250, -0.053, 0.082, 0.084, 0.084, 0.099, 0.121, 0.118, 0.076, 0.108, 0.114, 0.102, 0.107, 0.107, 0.101, 0.074, 0.109, 0.111, 0.074, 0.096, 0.107, 0.075, 0.066, 0.114, 0.088, 0.115, 0.087, 0.113, 0.086, 0.136, 0.165, 0.139, 0.143, 0.086, 0.113, 0.116, 0.094, 0.049, 0.083, -0.344, 0.070, -0.147, -0.003, -0.061, -0.075, -0.060, 0.003, 0.119, 0.108, 0.100, 0.109, 0.119, 0.065, -0.346, 0.089, -0.144, -0.005, -0.059, -0.068, -0.064, -0.003, 0.107, 0.112, 0.108, 0.108, 0.119, 0.080, -0.329, 0.054, -0.141, 0.002, -0.060, -0.068, -0.063, -0.002, 0.118, 0.110, 0.108, 0.109, 0.116, 0.057, -0.350, 0.084, -0.148, 0.008, -0.052, -0.064, -0.067, -0.007, 0.121, 0.073, 0.104, 0.107, 0.118], "spin_multiplicity": 1, "energy_ha": -3264.18067}